Record 1
Molecular formula: C4H6N2
Method: DFT, the ωB97M-V functional and the def2-TZVPD basis

Positions of all 12 atoms, in Å:
N: -1.682 1.019 0.579
N: 0.518 0.833 0.603
C: 0.895 -1.267 -0.854
C: -0.578 1.509 1.075
C: 0.061 -0.197 -0.196
C: -1.284 -0.040 -0.208
H: 1.424 0.861 1.013
H: 0.706 -1.225 -1.925
H: -2.071 -0.606 -0.673
H: -0.553 2.339 1.760
H: 0.616 -2.219 -0.419
H: 1.947 -1.007 -0.755

The SMILES is Cc1cnc[nH]1. As for the gap between HOMO and LUMO: 9.46 eV. The energy relative to the best compared isomer or geometry (same formula, charge and spin) is 4.7 kcal per mole. The multiplicity is 1.

Record 2
Molecular formula: C4H6N2
Method: DFT, the ωB97M-V functional and the def2-TZVPD basis

Positions of all 12 atoms, in Å:
N: 0.243 0.473 1.374
N: -0.164 1.499 1.637
C: -0.410 0.346 -0.803
C: 0.866 -1.601 0.320
C: 0.268 -0.225 0.345
C: -0.991 1.536 -0.755
H: 1.489 -1.742 -0.561
H: 1.475 -1.754 1.206
H: -0.397 -0.273 -1.683
H: 0.085 -2.365 0.304
H: -0.963 2.098 0.186
H: -1.500 2.008 -1.570

As for the gap between HOMO and LUMO: 8.14 eV. The energy relative to the best compared isomer or geometry (same formula, charge and spin) is 76.9 kcal per mole. The multiplicity is 1.

Record 3
Molecular formula: C4H6N2
Method: DFT, the ωB97M-V functional and the def2-TZVPD basis

Positions of all 12 atoms, in Å:
N: -1.913 1.104 -0.852
N: 0.724 -0.025 0.562
C: 0.595 1.231 -0.232
C: -0.793 1.357 -0.702
C: -0.493 -0.782 0.864
C: 0.479 -1.295 -0.126
H: -0.640 -1.165 1.870
H: 1.278 1.229 -1.091
H: 0.159 -1.239 -1.168
H: -1.406 -0.405 0.414
H: 0.850 2.112 0.376
H: 1.158 -2.122 0.085

The SMILES is N#CCN1CC1. As for the gap between HOMO and LUMO: 10.88 eV. The energy relative to the best compared isomer or geometry (same formula, charge and spin) is 51.7 kcal per mole. The multiplicity is 1.

Record 4
Molecular formula: C4H6N2
Method: DFT, the ωB97M-V functional and the def2-TZVPD basis

Positions of all 12 atoms, in Å:
N: 2.078 -0.340 0.023
N: -0.146 -1.145 0.127
C: 0.696 -0.133 -0.200
C: -0.024 1.038 -0.324
C: -1.384 0.681 -0.131
C: -1.431 -0.660 0.142
H: 0.161 -2.095 0.277
H: 2.618 0.361 -0.502
H: -2.259 -1.311 0.357
H: 1.525 0.228 0.881
H: 0.395 2.027 -0.477
H: -2.230 1.350 -0.173

As for the gap between HOMO and LUMO: 8.69 eV. The energy relative to the best compared isomer or geometry (same formula, charge and spin) is 52.5 kcal per mole. The multiplicity is 1.

Record 5
Molecular formula: C4H6N2
Method: DFT, the ωB97M-V functional and the def2-TZVPD basis

Positions of all 12 atoms, in Å:
N: -1.229 0.535 2.939
N: -0.960 0.626 -0.644
C: 0.972 0.055 0.028
C: -0.908 0.491 1.828
C: -0.407 0.358 0.487
C: 0.278 0.167 -1.342
H: 0.742 0.916 -1.979
H: -0.647 -2.022 -0.089
H: 1.672 -0.729 0.328
H: 0.098 -0.743 -1.929
H: 1.359 1.056 0.272
H: -1.251 -1.631 -0.269

As for the gap between HOMO and LUMO: 11.01 eV. The energy relative to the best compared isomer or geometry (same formula, charge and spin) is 81.4 kcal per mole. The multiplicity is 1.

Record 6
Molecular formula: C4H6N2
Method: DFT, the ωB97M-V functional and the def2-TZVPD basis

Positions of all 12 atoms, in Å:
N: 0.495 -2.022 0.928
N: 1.063 -0.240 -0.629
C: -0.525 1.298 -0.523
C: -0.987 0.158 0.377
C: 0.067 -0.997 0.193
C: 0.713 1.084 -0.920
H: -0.126 -2.508 1.563
H: -0.777 0.212 1.673
H: 1.356 1.603 -1.690
H: -1.287 2.068 -0.770
H: 2.047 -0.537 -0.317
H: -2.040 -0.119 0.115

The SMILES is [H]/N=C1\CC=CN1. As for the gap between HOMO and LUMO: 8.92 eV. The energy relative to the best compared isomer or geometry (same formula, charge and spin) is 60.6 kcal per mole. The multiplicity is 1.

Record 7
Molecular formula: C4H6N2
Method: DFT, the ωB97M-V functional and the def2-TZVPD basis

Positions of all 12 atoms, in Å:
N: -0.013 0.570 0.487
N: 3.308 -0.702 -0.228
C: 2.166 -0.620 -0.064
C: 0.718 -0.541 -0.107
C: 0.156 0.551 -0.948
C: -1.358 0.223 0.936
H: -0.680 0.290 -1.593
H: -2.017 1.077 0.756
H: -1.779 -0.648 0.405
H: -1.351 0.009 2.008
H: 0.221 -1.509 -0.117
H: 0.850 1.293 -1.335

The SMILES is CN1C[C@H]1C#N. As for the gap between HOMO and LUMO: 10.95 eV. The energy relative to the best compared isomer or geometry (same formula, charge and spin) is 45.1 kcal per mole. The multiplicity is 1.

Record 8
Molecular formula: C4H6N2
Method: DFT, the ωB97M-V functional and the def2-TZVPD basis

Positions of all 12 atoms, in Å:
N: 1.283 1.067 1.359
N: -1.690 -0.857 -1.522
C: 0.471 -1.194 -1.117
C: -1.010 -0.208 -0.770
C: 0.222 0.421 1.131
C: -0.808 0.947 0.174
H: 0.563 -2.307 -1.062
H: -1.693 1.319 0.714
H: -0.022 -0.568 1.542
H: 0.993 -0.929 -2.055
H: 1.877 0.530 1.990
H: -0.388 1.790 -0.386

As for the gap between HOMO and LUMO (alpha / beta): 8.74 / 8.74 eV. The energy relative to the best compared isomer or geometry (same formula, charge and spin) is 116.2 kcal per mole. The multiplicity is 1.